1.
Here is a molecular structure, C32H28N3O5P2Rh from OMol25. Energies are from wB97M-V/def2-TZVPD.

Calculated values
* Kohn-Sham gap: 5.56 eV
* LUMO level: -8.855 eV
* total energy: -2569.3792 a.u.
* HOMO level: -0.530 Eh
* net charge: +2

Cartesian coordinates (Å):
1 Rh -0.230 -0.101 0.273
2 P 2.922 0.982 0.098
3 P 0.902 3.196 -0.287
4 O -1.229 -3.038 -1.874
5 O -0.128 2.097 -0.182
6 O -1.113 -0.912 -1.509
7 O -0.377 -2.280 -0.040
8 O 1.857 -0.039 -0.214
9 N -2.174 0.151 0.981
10 N -4.218 0.435 0.216
11 N -0.913 -2.141 -1.180
12 C 4.824 0.433 -1.809
13 C 4.546 0.427 -0.443
14 C 6.712 -0.488 0.020
15 C 1.069 4.082 1.274
16 C 2.936 1.323 1.862
17 C 0.050 3.902 2.208
18 C -0.277 6.095 -3.608
19 C -0.913 4.868 -3.492
20 C -0.564 3.999 -2.470
21 C 1.113 5.485 3.664
22 C 0.438 4.366 -1.575
23 C 1.076 5.599 -1.687
24 C -2.551 -2.154 1.981
25 C -4.214 -0.819 0.816
26 C -3.006 0.967 0.338
27 C 2.144 5.644 2.748
28 C -3.526 -3.122 2.131
29 C 6.060 -0.009 -2.251
30 C 1.885 1.077 4.009
31 C 6.998 -0.471 -1.337
32 C 2.121 4.952 1.549
33 C 3.963 2.066 2.438
34 C 2.532 2.528 -0.816
35 C 5.478 -0.050 0.475
36 C 0.721 6.459 -2.713
37 C 3.946 2.312 3.800
38 C -2.911 -0.992 1.303
39 C -4.818 -2.949 1.624
40 C 1.902 0.830 2.649
41 C 2.912 1.814 4.582
42 C -5.187 -1.797 0.952
43 C 0.077 4.599 3.405
44 H -1.550 -2.292 2.366
45 H 4.769 2.445 1.820
46 H -5.543 -3.742 1.744
47 H -5.007 0.868 -0.240
48 H 3.326 3.269 -0.722
49 H 1.111 6.062 4.578
50 H 1.093 0.241 2.190
51 H -0.751 3.206 1.992
52 H -1.046 3.034 -2.380
53 H 1.837 5.895 -0.977
54 H -6.181 -1.673 0.545
55 H -0.566 6.780 -4.394
56 H 1.086 0.691 4.628
57 H -0.716 4.462 4.128
58 H 4.743 2.885 4.254
59 H 6.289 0.009 -3.308
60 H 2.418 2.247 -1.865
61 H 7.447 -0.844 0.729
62 H 2.961 6.319 2.965
63 H 2.910 1.995 5.648
64 H 1.210 7.419 -2.798
65 H 4.090 0.773 -2.529
66 H -1.682 4.582 -4.197
67 H -3.286 -4.043 2.643
68 H 5.253 -0.080 1.533
69 H 7.945 -0.856 -1.689
70 H 2.932 5.084 0.842
71 H -2.733 1.949 -0.014



2.
Here is a molecular structure, C32H29Cl5GeMoN2O4 from OMol25. Energies are from wB97M-V/def2-TZVPD.

Calculated values
* Kohn-Sham gap (alpha / beta): 4.81 / 5.94 eV
* LUMO level (alpha / beta): -6.032 / -5.080 eV
* total energy: -6093.1233 a.u.
* ΔE to the lowest compared entry with this formula, charge and spin: 1.091 eV
* spin multiplicity: 2
* HOMO level (alpha / beta): -0.399 / -0.405 Eh
* net charge: +1
* expectation value of S²: 0.913

Cartesian coordinates (Å):
1 Mo -0.341 -0.901 -0.716
2 Ge 0.988 0.816 0.667
3 Cl -0.148 -5.346 -0.335
4 Cl 2.521 0.001 -4.538
5 Cl 2.681 -2.500 -6.403
6 Cl -1.488 -4.709 -3.754
7 Cl 0.682 -4.854 -6.021
8 O 1.152 -2.342 -0.511
9 O -0.503 -2.308 0.876
10 O 0.412 -0.328 -2.350
11 O -1.177 -2.231 -2.071
12 N -2.371 -0.431 -0.173
13 N -4.684 0.548 0.233
14 C -4.818 -0.806 -0.299
15 C 0.981 3.674 -0.009
16 C -0.879 3.030 1.355
17 C -0.625 5.327 0.696
18 C 0.564 0.816 3.603
19 C -2.530 0.849 -0.934
20 C 0.823 -4.348 0.786
21 C 1.349 -0.905 5.095
22 C -2.574 -0.187 1.292
23 C 3.061 1.287 -1.349
24 C 0.684 0.294 4.887
25 C 2.828 0.931 -0.020
26 C 1.783 -1.061 2.737
27 C 3.918 0.788 0.838
28 C 0.536 -1.299 -3.284
29 C -0.341 -3.456 -3.977
30 C -0.369 -2.370 -3.097
31 C 5.211 1.001 0.378
32 C -1.329 4.343 1.377
33 C 5.430 1.362 -0.943
34 C -3.422 -1.406 -0.620
35 C 0.610 -3.499 -4.983
36 C 1.909 -1.580 4.017
37 C 4.354 1.509 -1.806
38 C -3.950 0.502 1.494
39 C 1.468 -1.329 -4.314
40 C 1.110 0.143 2.513
41 C 1.517 -2.434 -5.152
42 C 0.528 4.988 0.004
43 C -3.980 1.388 -0.723
44 C 0.496 -2.941 0.403
45 C 0.287 2.670 0.669
46 H -2.223 4.601 1.932
47 H 1.441 -1.309 6.095
48 H -2.349 0.640 -1.989
49 H 0.072 1.770 3.459
50 H 1.870 -4.564 0.615
51 H 0.514 -4.568 1.801
52 H -3.942 2.407 -0.342
53 H 4.518 1.803 -2.836
54 H 1.897 3.440 -0.534
55 H 0.262 0.832 5.727
56 H -1.796 1.569 -0.569
57 H 6.439 1.522 -1.302
58 H -1.444 2.287 1.906
59 H -4.541 -0.046 2.225
60 H -1.755 0.423 1.661
61 H 1.087 5.750 -0.524
62 H -5.348 -1.416 0.430
63 H -0.972 6.352 0.711
64 H -5.424 -0.764 -1.203
65 H -3.823 1.520 1.861
66 H -3.242 -2.342 -0.096
67 H 3.760 0.528 1.878
68 H 2.231 1.397 -2.034
69 H -4.527 1.394 -1.664
70 H -2.521 -1.150 1.792
71 H 2.255 -1.576 1.906
72 H -3.297 -1.586 -1.680
73 H 6.047 0.894 1.058
74 H 2.452 -2.504 4.178



Which value of total energy does entry 2 give?
-6093.1233 a.u.